Here is a structure of composition C27H26BaNOPS2 at a distorted geometry from the Open Molecules 2025 dataset. Energies are from wB97M-V/def2-TZVPD.

Each line ends with the Löwdin charge.
Element x y z (Å)
Ba 0.2708 -1.7593 -0.6518  1.51
S -1.9350 -2.6258 -2.7755  0.19
C -2.3939 -3.9525 -1.6423  -0.77
C -2.6163 -5.2177 -2.2123  -0.19
C -2.9896 -6.3423 -1.4994  -0.16
C -3.1613 -6.2302 -0.1220  -0.16
C -2.9479 -4.9993 0.4721  -0.19
C -2.5747 -3.8421 -0.2301  -0.76
S -2.4373 -2.3164 0.7134  0.26
H -2.4748 -5.2779 -3.2865  0.06
H -3.1394 -7.2822 -2.0208  0.07
H -3.4507 -7.0804 0.4874  0.07
H -3.0712 -4.8905 1.5443  0.07
C 3.9948 -3.7088 0.3826  -0.10
C 2.5895 -4.2967 0.3594  -0.64
C 2.5184 -5.5298 -0.5300  -0.09
O 1.6709 -3.3417 -0.0589  -0.73
H 4.7221 -4.4100 0.8166  0.06
H 4.0302 -2.7848 0.9621  0.07
H 4.3313 -3.4685 -0.6320  0.07
H 2.3645 -4.6124 1.3971  0.12
H 2.8084 -5.2671 -1.5531  0.07
H 1.4984 -5.9149 -0.5702  0.07
H 3.1787 -6.3373 -0.1849  0.06
N 1.2292 0.6013 -0.2331  -0.56
P 0.5626 1.9501 0.0663  0.60
C 0.2427 3.0725 -1.3837  -0.27
C -0.8948 3.8812 -1.4263  -0.10
C -1.1391 4.7370 -2.4970  -0.10
C -0.2380 4.7925 -3.5495  -0.12
C 0.8919 3.9837 -3.5236  -0.11
C 1.1261 3.1308 -2.4548  -0.08
C 1.5072 3.1138 1.1544  -0.28
C 2.5954 2.6174 1.8560  -0.08
C 3.3436 3.4559 2.6764  -0.10
C 3.0131 4.7971 2.7994  -0.12
C 1.9307 5.3090 2.0922  -0.11
C 1.1871 4.4672 1.2752  -0.10
C -1.0968 1.9304 0.8675  -0.30
C -2.1167 1.2563 0.2007  -0.12
C -3.3755 1.1078 0.7692  -0.10
C -3.6351 1.6429 2.0229  -0.10
C -2.6284 2.3128 2.7051  -0.11
C -1.3703 2.4517 2.1320  -0.09
H -1.6158 3.8345 -0.6191  0.10
H -2.0391 5.3408 -2.5090  0.09
H -0.4159 5.4490 -4.3937  0.09
H 1.5924 4.0026 -4.3510  0.09
H 1.9942 2.4808 -2.4599  0.10
H 2.8527 1.5705 1.7332  0.09
H 4.1924 3.0533 3.2179  0.09
H 3.6003 5.4451 3.4403  0.09
H 1.6627 6.3564 2.1671  0.09
H 0.3481 4.8669 0.7194  0.10
H -1.9580 0.7870 -0.7651  0.10
H -4.1087 0.5125 0.2437  0.10
H -4.6111 1.5004 2.4722  0.09
H -2.8155 2.7100 3.6968  0.09
H -0.5997 2.9670 2.6928  0.09

- Highest occupied orbital energy: -0.0200 Ha
- Energy: -2337.78140 Ha
- Energy above the lowest of the compared OMol25 structures with the same formula, charge and spin: 0.6526 eV
- Charge: -2



Here is a structure of composition C27H26BiN8S at a distorted geometry from the Open Molecules 2025 dataset. Energies are from wB97M-V/def2-TZVPD.

Each line ends with the Löwdin charge.
Element x y z (Å)
Bi 0.1006 -0.6683 -0.6667  1.97
C 3.6981 1.7223 1.0783  0.01
C 3.7889 1.2496 2.3811  0.02
C 2.7751 0.4457 2.8814  0.04
C 1.6929 0.1308 2.0613  -0.22
N 1.6601 0.5359 0.7863  -0.07
C 2.6233 1.3092 0.3067  -0.12
C 0.5068 -0.5926 2.5373  -0.20
C 0.2822 -0.8565 3.8882  0.05
C -0.9213 -1.4302 4.2664  0.03
C -1.8732 -1.7162 3.3018  0.05
C -1.5915 -1.4324 1.9654  -0.20
N -0.4141 -0.9040 1.6207  0.00
C -2.5881 -1.5869 0.8990  -0.22
C -3.8473 -2.1419 1.1158  0.04
C -4.7901 -2.1018 0.0988  0.02
C -4.4519 -1.5049 -1.1078  0.01
C -3.1533 -1.0460 -1.2755  -0.10
N -2.2549 -1.0935 -0.3024  -0.05
H 4.4513 2.3777 0.6708  0.13
H 4.6349 1.5018 3.0011  0.14
H 2.8432 0.0724 3.8892  0.12
H 2.5263 1.5980 -0.7284  0.12
H 1.0154 -0.6086 4.6370  0.13
H -1.1266 -1.6305 5.3062  0.14
H -2.8183 -2.1394 3.5938  0.12
H -4.1005 -2.6045 2.0545  0.12
H -5.7716 -2.5235 0.2525  0.14
H -5.1746 -1.4141 -1.9028  0.13
H -2.8182 -0.6306 -2.2136  0.11
N -0.2687 3.3037 -2.4978  0.22
C -0.2951 3.8017 -1.2144  -0.16
C -0.1965 5.0892 -0.7042  0.02
C -0.2541 5.2208 0.6674  -0.04
C -0.4266 4.1127 1.5056  -0.04
C -0.5055 2.8279 1.0078  -0.02
C -0.4167 2.6768 -0.3701  -0.24
N -0.4336 1.5525 -1.1598  -0.03
C -0.3492 1.9622 -2.4273  -0.26
C -0.3075 1.0486 -3.5351  -0.33
C -0.2482 1.3484 -4.8767  -0.28
S -0.1821 -0.0746 -5.8133  1.16
C -0.2402 -0.9882 -4.3655  -0.43
N -0.3026 -0.2926 -3.2719  -0.11
H -0.2027 3.8619 -3.3362  0.19
H -0.0739 5.9417 -1.3519  0.13
H -0.1883 6.2057 1.1039  0.13
H -0.5035 4.2777 2.5672  0.12
H -0.6514 1.9763 1.6509  0.10
H -0.2462 2.3146 -5.3386  0.09
H -0.2244 -2.0605 -4.3772  0.09
N 2.5961 -1.5961 -0.8785  -0.08
C 2.5196 -3.0305 -1.1769  -0.24
C 1.5543 -3.7204 -0.2191  -0.24
N 0.1742 -3.2732 -0.4539  -0.08
H 3.1304 -1.1211 -1.6004  0.10
H 3.0830 -1.4553 0.0024  0.09
H 3.4986 -3.5158 -1.0937  0.13
H 2.1743 -3.1481 -2.2067  0.12
H 1.8117 -3.4703 0.8138  0.12
H 1.6584 -4.8030 -0.3455  0.13
H -0.4345 -3.6756 0.2518  0.10
H -0.1520 -3.6155 -1.3537  0.10

- Highest occupied orbital energy: -0.5986 Ha
- Energy: -2094.55004 Ha
- Charge: +3



Here is a structure of composition C27H26Cl5IN2O3Pt from the Open Molecules 2025 dataset. Energies are from wB97M-V/def2-TZVPD.

Each line ends with the Löwdin charge.
Element x y z (Å)
Pt 0.3734 0.8915 0.6329  1.11
Cl -1.5665 3.2854 1.7594  0.71
C -0.0110 3.7984 1.1974  -0.69
C 0.8927 2.8376 0.7233  -0.38
C 2.1582 3.3347 0.3948  -0.69
Cl 3.4056 2.2345 -0.0857  0.68
C 2.4895 4.6878 0.4644  -0.71
Cl 4.0845 5.2389 0.0774  0.63
C 1.5341 5.6140 0.8619  -0.72
Cl 1.9118 7.3011 0.8980  0.63
C 0.2744 5.1609 1.2411  -0.71
Cl -0.9203 6.3032 1.7520  0.64
C 1.1250 0.4569 4.9445  0.01
C 0.8271 0.0833 3.5169  -0.53
N 1.0165 -1.1707 3.1330  0.22
O 0.3819 0.9668 2.7639  -0.14
H 1.6637 -0.3256 5.4768  0.07
H 0.1804 0.6507 5.4530  0.09
H 1.7043 1.3779 4.9476  0.09
H 1.3552 -1.8607 3.7761  0.12
H 0.7497 -1.4213 2.1759  0.05
I -1.1747 -7.8998 4.2593  -0.34
C -1.3456 -5.6541 2.5537  -0.31
C -0.1785 -5.1520 2.0082  -0.15
C -0.1386 -3.8529 1.5062  -0.06
C -1.2712 -3.0381 1.5562  -0.16
C -2.4452 -3.5607 2.0993  -0.04
C -2.4775 -4.8588 2.5997  -0.15
C -1.2500 -1.5994 1.1065  -0.58
O -2.2574 -0.9114 1.1338  0.04
O -0.0591 -1.1653 0.7618  -0.29
H 0.7152 -5.7699 1.9696  0.08
H 0.7732 -3.4688 1.0628  0.09
H -3.3199 -2.9207 2.1315  0.10
H -3.3959 -5.2437 3.0352  0.08
C -1.1567 3.2938 -2.1287  -0.06
C -2.0392 2.0477 -2.2382  -0.38
C -2.7441 1.6830 -0.9326  -0.10
C -1.3127 0.8600 -2.8504  -0.15
C -1.8741 0.3188 -4.0008  -0.08
C -1.3182 -0.7545 -4.6733  -0.12
C -0.1349 -1.2771 -4.1824  -0.08
C 0.5029 -0.7695 -3.0568  -0.14
C 1.7896 -1.4874 -2.6617  -0.38
C 2.9509 -0.5982 -2.2278  -0.10
C 1.5183 -2.5716 -1.6171  -0.06
C -0.0950 0.3137 -2.3298  -0.25
N 0.5947 0.8959 -1.3021  -0.05
H -1.6925 4.1037 -1.6211  0.07
H -0.8621 3.6428 -3.1230  0.08
H -0.2453 3.0843 -1.5715  0.04
H -2.8341 2.2928 -2.9514  0.11
H -2.0592 1.3312 -0.1649  0.00
H -3.4593 0.8747 -1.1027  0.08
H -3.2844 2.5497 -0.5360  0.06
H -2.7938 0.7626 -4.3710  0.10
H -1.7927 -1.1711 -5.5535  0.08
H 0.3331 -2.1110 -4.6974  0.10
H 2.1114 -1.9919 -3.5794  0.11
H 2.7052 -0.0418 -1.3281  0.00
H 3.2152 0.1267 -3.0027  0.08
H 3.8272 -1.2233 -2.0254  0.07
H 1.1002 -2.1301 -0.7126  0.04
H 2.4445 -3.0972 -1.3564  0.07
H 0.8002 -3.3064 -1.9896  0.08

- Highest occupied orbital energy (spin up / spin down): -0.0473 / -0.0834 Ha
- Energy: -4097.74218 Ha
- ⟨S²⟩: 2.018
- Energy above the lowest of the compared OMol25 structures with the same formula, charge and spin: 0.0000 eV
- Spin multiplicity: 3
- Charge: -2



Here is a structure of composition C27H26CuO4SSb2 at a distorted geometry from the Open Molecules 2025 dataset. Energies are from wB97M-V/def2-TZVPD.

Each line ends with the Löwdin charge.
Element x y z (Å)
Cu -0.4886 -1.7313 -0.2115  0.20
C 3.1051 0.2162 1.1970  -0.37
C 3.7704 0.6969 -0.0992  -0.37
C 3.1375 1.9825 -0.6020  -0.39
Sb 1.0390 1.8963 -1.1344  1.52
C 0.9084 4.0530 -1.0089  -0.41
C -0.1139 4.6322 -0.2532  -0.15
C -0.2253 6.0153 -0.1311  -0.11
C 0.6916 6.8407 -0.7651  -0.11
C 1.7174 6.2798 -1.5204  -0.10
C 1.8220 4.9015 -1.6408  -0.14
C 1.3710 1.9326 -3.2566  -0.37
C 0.6343 2.7974 -4.0685  -0.14
C 0.8341 2.8271 -5.4425  -0.11
C 1.7739 1.9851 -6.0258  -0.11
C 2.5037 1.1126 -5.2296  -0.09
C 2.3015 1.0820 -3.8541  -0.13
Sb 1.7881 -1.4678 1.0253  1.54
C 3.3633 -2.8520 0.5707  -0.33
C 4.5075 -2.8316 1.3695  -0.15
C 5.5851 -3.6660 1.1018  -0.10
C 5.5282 -4.5441 0.0280  -0.11
C 4.3912 -4.5818 -0.7669  -0.09
C 3.3137 -3.7410 -0.5039  -0.09
C 1.9044 -1.8323 3.1767  -0.37
C 2.2537 -3.0640 3.7366  -0.13
C 2.1628 -3.2818 5.1084  -0.10
C 1.7179 -2.2710 5.9503  -0.12
C 1.3602 -1.0407 5.4147  -0.11
C 1.4468 -0.8316 4.0425  -0.14
H 2.5656 1.0289 1.6919  0.05
H 3.8355 -0.1542 1.9118  0.04
H 3.7429 -0.0767 -0.8702  0.07
H 4.8272 0.8907 0.1059  0.10
H 3.6603 2.3761 -1.4756  0.05
H 3.1879 2.7439 0.1832  0.05
H -0.8394 3.9984 0.2475  0.08
H -1.0275 6.4451 0.4562  0.09
H 0.6085 7.9167 -0.6754  0.09
H 2.4339 6.9201 -2.0208  0.09
H 2.6179 4.4818 -2.2487  0.10
H -0.0956 3.4682 -3.6276  0.09
H 0.2551 3.5071 -6.0574  0.09
H 1.9259 2.0001 -7.0988  0.09
H 3.2191 0.4341 -5.6787  0.10
H 2.8512 0.3677 -3.2512  0.09
H 4.5633 -2.1668 2.2233  0.09
H 6.4672 -3.6282 1.7314  0.09
H 6.3657 -5.1981 -0.1840  0.09
H 4.3388 -5.2636 -1.6077  0.10
H 2.4330 -3.7771 -1.1345  0.08
H 2.6095 -3.8657 3.0973  0.09
H 2.4428 -4.2443 5.5210  0.09
H 1.6461 -2.4418 7.0176  0.09
H 1.0094 -0.2474 6.0647  0.09
H 1.1536 0.1369 3.6426  0.09
O 1.8456 -1.0394 -1.6308  -0.54
S 0.6537 -1.6815 -2.3012  0.24
O 0.8567 -1.8450 -3.7216  -0.32
O -0.5528 -0.8201 -1.9785  -0.47
O 0.3955 -2.9958 -1.5944  -0.44

- Highest occupied orbital energy: -0.1911 Ha
- Energy: -3864.63003 Ha
- Energy above the lowest of the compared OMol25 structures with the same formula, charge and spin: 0.1818 eV
- Charge: -1



Here is a structure of composition C27H26F5NO4PPdS at a distorted geometry from the Open Molecules 2025 dataset. Energies are from wB97M-V/def2-TZVPD.

Each line ends with the Löwdin charge.
Element x y z (Å)
Pd -0.8496 0.8505 0.1335  0.64
O -2.6872 -1.0680 3.3650  0.04
C -2.3484 -0.3393 2.4456  -0.59
O -1.2276 -0.3891 1.8125  -0.17
C -3.3031 0.7246 1.9593  -0.18
C -4.5065 1.0266 2.5686  0.00
C -5.3119 1.9808 1.9585  -0.05
C -4.9312 2.5507 0.7514  0.00
C -3.7155 2.1818 0.1955  -0.16
N -2.9276 1.3264 0.8379  0.08
C -3.2583 2.6294 -1.2054  -0.66
O -4.0193 3.4109 -1.7787  -0.01
O -2.1861 2.0953 -1.5901  -0.16
H -4.7802 0.5078 3.4755  0.11
H -6.2569 2.2530 2.4143  0.10
H -5.5434 3.2555 0.2076  0.11
C 1.6976 -1.6860 -3.0813  -0.09
C 1.2501 -0.4342 -2.3158  -0.66
C 2.4321 0.5413 -2.2179  -0.10
C 0.1359 0.2387 -3.1326  -0.10
P 0.5030 -0.7941 -0.6425  1.09
C -0.7286 -2.1081 -1.0054  -0.32
C -0.3530 -3.4496 -1.0974  -0.11
C -1.2754 -4.4420 -1.3913  -0.08
C -2.6047 -4.1048 -1.6088  -0.09
C -2.9922 -2.7757 -1.5355  -0.07
C -2.0635 -1.7871 -1.2341  -0.08
C 1.7534 -1.4676 0.5734  -0.65
C 2.3074 -0.2336 1.3000  -0.10
C 2.9213 -2.2543 -0.0341  -0.09
C 1.0904 -2.3699 1.6258  -0.08
H 1.9695 -1.3658 -4.0925  0.09
H 0.9063 -2.4273 -3.1806  0.07
H 2.5737 -2.1628 -2.6480  0.06
H 2.7815 0.7297 -3.2379  0.09
H 3.2724 0.1381 -1.6577  0.06
H 2.1460 1.4945 -1.7735  0.00
H 0.5832 0.5709 -4.0748  0.09
H -0.3125 1.1057 -2.6478  0.03
H -0.6679 -0.4618 -3.3721  0.08
H 0.6778 -3.7338 -0.9416  0.08
H -0.9520 -5.4736 -1.4512  0.10
H -3.3321 -4.8746 -1.8340  0.10
H -4.0227 -2.4937 -1.7070  0.11
H -2.4018 -0.7557 -1.1949  0.09
H 2.6745 0.5362 0.6210  0.06
H 3.1380 -0.5553 1.9363  0.09
H 1.5355 0.2137 1.9271  0.07
H 3.5544 -1.6618 -0.6871  0.06
H 2.6101 -3.1426 -0.5808  0.06
H 3.5392 -2.5907 0.8047  0.09
H 0.1722 -1.9514 2.0289  0.06
H 1.8148 -2.4752 2.4408  0.09
H 0.8803 -3.3676 1.2377  0.07
F 4.4097 3.6915 3.8633  0.10
C 3.5119 3.4702 2.8889  -0.14
C 2.1911 3.2160 3.2035  -0.15
F 1.8138 3.1815 4.4896  0.11
C 1.2641 2.9962 2.1957  -0.25
F 0.0006 2.7577 2.5950  0.07
C 1.6066 3.0031 0.8568  -0.52
S 0.4341 2.7542 -0.4468  0.69
C 2.9435 3.2618 0.5773  -0.25
F 3.4008 3.2724 -0.6870  0.07
C 3.8910 3.4963 1.5611  -0.15
F 5.1711 3.7340 1.2343  0.10

- Highest occupied orbital energy (spin up / spin down): -0.1791 / -0.1791 Ha
- Energy: -2767.06378 Ha
- Energy above the lowest of the compared OMol25 structures with the same formula, charge and spin: 0.3032 eV
- Charge: -1



Here is a structure of composition C27H26F6IrN8O4S2Se at a distorted geometry from the Open Molecules 2025 dataset. Energies are from wB97M-V/def2-TZVPD.

Each line ends with the Löwdin charge.
Element x y z (Å)
Ir 0.4483 0.5513 -0.5994  1.19
C -1.9489 -1.5725 -5.7639  -0.02
C -1.5924 -1.7194 -4.3364  -0.24
C -0.5412 -2.5579 -3.9269  -0.01
C -0.1131 -2.5781 -2.6274  -0.02
C -0.6815 -1.7342 -1.6382  -0.26
N -0.1540 -1.6327 -0.3927  0.06
C 0.4119 -2.6046 0.3287  -0.19
C 0.0488 -3.9660 0.1332  0.03
C 0.6032 -4.9820 0.8594  0.01
C 1.5605 -4.7162 1.8516  -0.22
C 2.1612 -5.7988 2.6691  -0.02
C 1.8897 -3.3825 2.0988  0.05
C 1.3440 -2.3258 1.3832  -0.09
N 1.7389 -1.0254 1.7259  -0.07
C 2.8708 -0.7101 2.3990  0.00
C 2.8586 0.6433 2.6363  0.01
C 1.6682 1.0904 2.0720  -0.13
N 0.9975 0.0784 1.5222  -0.03
C -1.7953 -0.9329 -2.0446  -0.13
C -2.2294 -0.9548 -3.3571  0.05
N -2.4612 -0.0912 -1.1361  -0.08
C -3.7856 0.1649 -1.0839  0.00
C -3.9792 1.1426 -0.1335  0.00
C -2.7009 1.4390 0.3436  -0.09
N -1.7962 0.6836 -0.2657  -0.03
H -1.9632 -2.5283 -6.2841  0.10
H -1.1614 -0.9727 -6.2306  0.09
H -2.8985 -1.0602 -5.8987  0.09
H -0.0469 -3.1776 -4.6596  0.14
H 0.7136 -3.2076 -2.3437  0.11
H -0.7136 -4.1837 -0.5962  0.13
H 0.3011 -6.0003 0.6723  0.13
H 2.1659 -6.7486 2.1391  0.10
H 1.5760 -5.9371 3.5832  0.11
H 3.1754 -5.5453 2.9734  0.09
H 2.5855 -3.1858 2.9012  0.12
H 3.6242 -1.4271 2.6515  0.14
H 3.5998 1.2258 3.1412  0.12
H 1.2466 2.0754 2.0855  0.10
H -3.0630 -0.3277 -3.6389  0.13
H -4.5004 -0.3601 -1.6869  0.14
H -4.9096 1.5752 0.1745  0.12
H -2.4099 2.1492 1.0905  0.12
F 3.7880 1.0099 -5.0850  0.19
C 2.7571 1.5436 -4.4671  -0.66
F 2.1110 2.3550 -5.2912  0.18
F 3.1842 2.2879 -3.4400  0.08
S 1.5453 0.2560 -3.8344  0.64
O 0.8072 1.0225 -2.8276  -0.53
O 0.7607 -0.1781 -4.9301  -0.21
N 2.3489 -0.9134 -3.1779  -0.26
S 3.3287 -0.6055 -1.9868  0.63
O 4.4196 0.2410 -2.3035  -0.22
O 2.6286 -0.2465 -0.7615  -0.39
C 3.9558 -2.3285 -1.5702  -0.65
F 4.4677 -2.3082 -0.3392  0.15
F 4.8515 -2.7981 -2.4058  0.20
F 2.9154 -3.1655 -1.5397  0.14
C 4.2263 4.0007 -0.6392  -0.01
N 3.2034 4.7247 0.0675  -0.11
C 3.3580 5.8612 0.7979  0.00
C 2.1283 6.2071 1.2738  0.00
N 1.2402 5.2781 0.8268  -0.12
C -0.1664 5.2589 1.1121  -0.01
C 1.9016 4.3702 0.0815  -0.58
Se 1.1938 3.0276 -1.0707  0.84
H 5.2014 4.4352 -0.4306  0.11
H 4.0392 4.0362 -1.7141  0.09
H 4.2251 2.9514 -0.3375  0.10
H 4.3031 6.3540 0.9217  0.14
H 1.8333 7.0430 1.8767  0.14
H -0.4696 6.2328 1.4884  0.11
H -0.3913 4.5059 1.8682  0.10
H -0.7258 5.0316 0.2051  0.08

- Highest occupied orbital energy (spin up / spin down): -0.4807 / -0.4936 Ha
- Energy: -5684.21652 Ha
- ⟨S²⟩: 0.793
- Spin multiplicity: 2
- Charge: +2



Q: energy of number 4 (C27H26CuO4SSb2)?
A: -3864.63003 Ha